Entry 1:
# C31H27N4O4OsPS

C31H27N4O4OsPS as an isolated structure (ωB97M-V/def2-TZVPD, OMol25).

Computed properties:
**ΔE to the lowest compared entry with this formula, charge and spin**: 0.0525 eV
**Calculated total energy**: -69315.1689 eV
**Charge**: +2
**Orbital gap (alpha / beta)**: 6.38 / 6.38 eV
**HOMO level (alpha / beta)**: -14.53 / -14.52 eV

Last column: Mulliken charge in e.
Element x y z (Å)
Os  1.34379  -0.47278  0.16280  1.90
N  1.17160  2.58254  0.55247  0.08
P  0.25604  1.29919  1.21796  0.60
C  0.21116  1.68719  2.96690  1.18
C  1.03676  1.07288  3.90749  -0.44
C  0.99729  1.47915  5.23215  -0.82
C  0.14214  2.49977  5.62273  -0.57
C  -0.68074  3.11965  4.69111  -0.71
C  -0.65541  2.71079  3.36871  -0.66
C  -1.42337  1.52106  0.62987  0.60
C  -2.40612  0.69548  1.17752  -0.56
C  -3.68988  0.71422  0.65807  -0.87
C  -3.99419  1.54837  -0.41216  -0.65
C  -3.01943  2.37474  -0.95459  -0.69
C  -1.73137  2.36340  -0.43704  -0.41
C  2.15147  2.35877  -0.36304  0.64
C  2.90296  3.40402  -0.90337  -0.98
C  3.84806  3.12250  -1.85728  -0.31
C  4.04566  1.80325  -2.28886  -0.98
C  3.30339  0.81264  -1.72721  -0.18
N  2.36174  1.06664  -0.75951  -0.13
H  1.11268  3.51138  0.94688  0.31
H  1.72775  0.29385  3.61895  0.25
H  1.63650  0.99892  5.96038  0.44
H  0.11296  2.81269  6.65787  0.42
H  -1.34890  3.91282  4.99756  0.44
H  -1.32288  3.17516  2.65220  0.41
H  -2.17550  0.04971  2.01886  0.50
H  -4.45666  0.08556  1.09125  0.47
H  -4.99259  1.56000  -0.82663  0.50
H  -3.26252  3.02321  -1.78511  0.47
H  -0.97545  3.00650  -0.87100  0.46
H  2.72021  4.41569  -0.56931  0.44
H  4.43379  3.92693  -2.28271  0.45
H  4.76958  1.56182  -3.05217  0.49
H  3.39790  -0.22592  -2.00428  0.56
O  1.69105  -3.71661  -1.85347  -0.55
C  2.17198  -3.07393  -0.95355  0.13
O  2.41195  -1.77551  -1.01322  -0.68
C  2.58911  -3.74823  0.32465  0.47
C  3.15399  -5.00672  0.24526  -0.68
C  3.59805  -5.65497  1.39525  -0.56
C  3.46103  -5.06451  2.64377  -0.72
C  2.86885  -3.81709  2.74889  -0.65
C  2.43588  -3.15934  1.59361  0.94
S  1.52528  -1.70236  1.90452  -0.11
H  3.25519  -5.47130  -0.72614  0.51
H  4.05533  -6.63175  1.31053  0.43
H  3.80530  -5.57639  3.53129  0.42
H  2.72131  -3.35670  3.71799  0.46
O  -4.90262  1.46199  -3.39361  -0.45
C  -4.40557  0.21892  -3.82693  -0.54
N  -3.09003  0.33475  -4.42683  -0.04
C  -1.89877  0.27403  -3.77779  -0.06
O  -0.91545  0.89119  -4.13562  -0.61
C  -1.72738  -0.69279  -2.62188  -0.35
C  -2.33228  -1.93043  -2.45611  0.35
C  -1.93851  -2.74030  -1.39582  -1.25
C  -0.94416  -2.31720  -0.54600  -0.24
N  -0.35157  -1.12153  -0.72455  0.17
C  -0.72852  -0.33570  -1.73588  -0.74
H  -5.35132  1.91293  -4.11703  0.31
H  -5.08015  -0.25246  -4.54120  0.42
H  -4.33580  -0.40500  -2.94054  0.36
H  -3.03322  0.90372  -5.26236  0.29
H  -3.07755  -2.28413  -3.15590  0.67
H  -2.37854  -3.71404  -1.23675  0.50
H  -0.59124  -2.92414  0.27371  0.57
H  -0.21004  0.60383  -1.88572  0.62

---

Entry 2:
# C25H24MgN10O4SSe

C25H24MgN10O4SSe as an isolated structure at a distorted geometry (ωB97M-V/def2-TZVPD, OMol25).

Computed properties:
**ΔE to the lowest compared entry with this formula, charge and spin**: 0.4856 eV
**Calculated total energy**: -131035.4988 eV
**Orbital gap**: 7.11 eV
**HOMO level**: -8.23 eV

Last column: Mulliken charge in e.
Element x y z (Å)
Mg  0.52387  0.15653  -0.66583  0.37
O  2.74089  2.84431  -1.80552  -0.75
C  2.56223  1.69569  -1.35439  0.47
O  2.02626  0.73796  -1.93615  -0.68
C  2.83502  1.49111  0.11983  0.96
C  3.65989  2.20737  0.97509  -1.15
C  3.52057  1.98236  2.33983  -0.14
C  2.52463  1.13296  2.81148  -0.93
C  1.72757  0.48168  1.87501  0.27
N  1.95086  0.64133  0.59030  0.22
C  0.46010  -0.35603  2.08380  0.34
O  0.13529  -0.74960  3.19051  -0.79
O  -0.17026  -0.54387  0.99622  -0.52
H  4.37456  2.91150  0.57928  0.56
H  4.16133  2.50699  3.03582  0.44
H  2.34647  0.99925  3.86795  0.55
N  -2.23908  -2.31880  0.96016  -0.12
C  -2.86191  -2.82355  -0.09511  0.70
N  -3.76645  -3.82138  0.09362  -0.46
S  -2.57309  -2.29908  -1.64279  -0.50
H  -2.41001  -2.67985  1.88530  0.27
H  -1.47244  -1.63468  0.86417  0.00
H  -4.14534  -3.98414  1.01168  0.19
H  -4.34573  -4.05446  -0.69672  0.24
N  0.76036  -1.72894  -1.30203  -0.45
C  0.61063  -2.63196  -2.00459  0.50
N  0.54669  -3.65645  -2.78494  0.03
C  0.03304  -4.94172  -2.34294  -0.80
C  -1.30396  -5.25345  -3.02042  -0.08
C  -1.18102  -5.11970  -4.53574  -0.88
C  -0.71080  -3.70656  -4.86655  -0.18
C  0.65178  -3.46616  -4.22106  -0.86
H  -0.08925  -4.91364  -1.25810  0.42
H  0.77211  -5.71213  -2.59986  0.30
H  -2.04978  -4.53892  -2.66621  -0.12
H  -1.62672  -6.25924  -2.74627  0.36
H  -2.14750  -5.31273  -5.00243  0.38
H  -0.46679  -5.85085  -4.92312  0.35
H  -1.43032  -2.99472  -4.45876  0.04
H  -0.64579  -3.55828  -5.94379  0.37
H  1.01365  -2.45455  -4.41018  0.45
H  1.38321  -4.18604  -4.60779  0.31
N  -0.30779  5.05783  4.97761  -0.52
C  -0.87326  4.33447  4.29161  -0.03
C  -1.57231  3.45895  3.43404  -0.19
C  -2.94944  3.26953  3.56073  -0.34
C  -3.57765  2.42775  2.66173  -0.82
C  -2.81684  1.82231  1.66724  -0.35
N  -1.51206  2.00034  1.54701  0.12
C  -0.90076  2.77894  2.41157  0.07
H  -3.50193  3.78656  4.33247  0.50
H  -4.64105  2.25023  2.72375  0.42
H  -3.26559  1.17634  0.92242  0.47
H  0.16884  2.89376  2.28579  0.56
Se  0.73378  4.01481  -0.87044  0.47
N  0.02671  4.26682  -2.41658  -0.85
C  -0.52518  3.10584  -2.80956  0.38
C  -1.10046  2.79361  -4.04422  -0.67
C  -1.54429  1.50241  -4.22350  -0.97
C  -1.39763  0.55342  -3.20247  -0.08
N  -0.86805  0.82072  -2.02896  0.03
C  -0.45352  2.06567  -1.82981  1.30
N  0.13725  2.40793  -0.68760  -0.26
H  -1.14899  3.54081  -4.82009  0.49
H  -1.98172  1.20693  -5.16493  0.41
H  -1.73300  -0.46321  -3.34526  0.20

---

Entry 3:
# C5H7F

C5H7F in the gas phase at a distorted geometry (ωB97M-V/def2-TZVPD, OMol25).

Computed properties:
**ΔE to the lowest compared entry with this formula, charge and spin**: 4.5370 eV
**Calculated total energy**: -8010.6739 eV
**SMILES string**: C/C=C/C=C\F
**Orbital gap**: 9.67 eV
**HOMO level**: -8.81 eV

Last column: Mulliken charge in e.
Element x y z (Å)
C  -2.39887  -0.37282  0.19505  -0.86
C  -0.94185  0.03987  -0.16096  -0.11
C  0.26252  -0.58817  -0.36257  0.01
C  1.47170  0.45425  -0.16447  -0.10
C  2.77960  0.34986  -0.06385  -0.08
H  -2.49680  -1.47344  0.35638  0.29
H  -3.01322  0.18929  -0.81999  0.23
H  -2.72135  0.13199  1.31449  0.23
H  -0.91916  1.26523  0.10781  0.07
H  0.38870  -1.82321  -0.81423  0.22
H  0.87831  1.47002  -0.25611  0.12
H  3.47534  1.24553  0.50053  0.20
F  3.23506  -0.88841  0.16791  -0.22

---

Entry 4:
# C4H6Si2

C4H6Si2 in the gas phase at a distorted geometry (ωB97M-V/def2-TZVPD, OMol25).

Computed properties:
**ΔE to the lowest compared entry with this formula, charge and spin**: 1.0113 eV
**Calculated total energy**: -19994.9760 eV
**SMILES string**: C1=C(C2=C[SiH2]2)[SiH2]1
**Orbital gap**: 9.39 eV
**HOMO level**: -8.80 eV

Last column: Mulliken charge in e.
Element x y z (Å)
C  -1.17410  1.38962  -0.09630  -0.41
C  0.38427  -1.97689  -0.02956  -0.55
C  -0.24500  0.47952  -0.40488  -0.07
C  0.09319  -0.76409  0.37688  0.24
Si  -0.32205  1.85216  -1.68534  0.20
Si  0.71107  -1.75872  1.79381  0.19
H  -1.95747  1.60718  0.71591  0.32
H  0.55353  -2.60511  -0.88952  0.37
H  -0.55437  1.73759  -3.24849  -0.06
H  0.53322  3.07553  -1.71907  -0.08
H  -0.17413  -1.61720  2.98221  -0.07
H  2.15183  -1.41960  2.20434  -0.07

---

Entry 5:
# C18H27NO3

C18H27NO3 in the gas phase (ωB97M-V/def2-TZVPD, OMol25).

Computed properties:
**ΔE to the lowest compared entry with this formula, charge and spin**: 0.8192 eV
**Calculated total energy**: -26737.0781 eV
**SMILES string**: COc1cc(CNC(=O)CCCC/C=C/C(C)C)ccc1O
**Orbital gap**: 9.01 eV
**HOMO level**: -8.19 eV

Last column: Mulliken charge in e.
Element x y z (Å)
C  2.87154  0.04383  0.43214  -0.77
H  2.06610  -0.67657  0.60126  0.14
O  2.35822  1.32528  0.16248  -0.51
C  1.53176  1.46774  -0.92694  1.50
C  1.21067  0.47118  -1.82734  -0.40
C  0.35791  0.73405  -2.89803  0.22
C  -0.17515  2.00082  -3.05217  -0.94
C  0.15130  3.01169  -2.16198  -0.70
C  1.00290  2.75970  -1.10180  0.04
O  1.32659  3.75688  -0.23798  -0.66
H  1.92657  3.39101  0.42659  0.37
H  -0.24605  4.00721  -2.27650  0.42
H  -0.83976  2.21184  -3.87650  0.34
C  0.01938  -0.39174  -3.84120  -1.31
N  -0.72823  -1.43961  -3.17141  -0.14
C  -0.14092  -2.57180  -2.72136  0.53
O  1.02481  -2.83662  -2.93329  -0.65
C  -1.05646  -3.48815  -1.92861  -0.85
C  -0.71157  -3.40435  -0.43750  -0.70
C  -1.04408  -2.04196  0.16673  -0.04
H  -2.10746  -1.82952  0.02567  0.39
C  -0.72172  -2.00066  1.66339  -0.96
C  -1.06573  -0.67454  2.26615  -0.25
C  -0.20643  0.09867  2.90713  -0.51
C  -0.47835  1.43438  3.53916  0.66
C  0.35206  2.50525  2.82432  -1.20
H  0.00417  2.61715  1.80028  0.22
H  1.40391  2.22787  2.80826  0.30
H  0.25399  3.46424  3.32814  0.48
C  -1.95177  1.82810  3.54360  -1.77
H  -2.07989  2.77479  4.06398  0.45
H  -2.31875  1.94752  2.52684  0.34
H  -2.55120  1.07475  4.04939  0.41
H  -0.13350  1.37607  4.58052  0.30
H  0.82219  -0.22940  3.00726  0.32
H  -2.09781  -0.37775  2.14584  0.37
H  0.33734  -2.21960  1.81797  0.37
H  -1.29963  -2.78236  2.16716  0.43
H  -0.47859  -1.25793  -0.34304  -0.10
H  -1.26337  -4.17957  0.09972  0.40
H  0.35458  -3.60828  -0.31810  0.33
H  -0.88360  -4.50855  -2.27405  0.36
H  -2.10463  -3.23234  -2.09115  0.35
H  -1.66042  -1.20977  -2.86654  0.27
H  0.93488  -0.86326  -4.20973  0.35
H  -0.56467  -0.02196  -4.68801  0.44
H  1.62197  -0.52107  -1.73057  0.68
H  3.51280  -0.31059  -0.38021  0.40
H  3.46412  0.14793  1.34001  0.27

---

Entry 6:
# C3H10N

A 2-piece molecular cluster, C3H10N overall at a distorted geometry (ωB97M-V/def2-TZVPD, OMol25).

Computed properties:
**ΔE to the lowest compared entry with this formula, charge and spin**: 1.0235 eV
**Calculated total energy**: -4741.1723 eV
**Charge**: +2
**Orbital gap (alpha / beta)**: 12.09 / 8.47 eV
**HOMO level (alpha / beta)**: -22.77 / -22.86 eV
**2S+1**: 2

Last column: Mulliken charge in e.
Element x y z (Å)
C  1.56100  -1.08933  -1.32084  -0.12
C  0.31572  -0.56611  -1.73161  -0.31
H  1.56127  -1.84668  -0.53875  0.34
H  2.49618  -0.78999  -1.78825  0.33
H  -0.61769  -0.89040  -1.27153  0.41
H  0.13958  0.03963  -2.62050  0.34
C  -1.24039  0.23332  1.73747  -0.69
N  -0.36571  1.10045  0.88094  -0.26
H  -0.66562  -0.10088  2.59691  0.35
H  -2.13889  0.76462  2.04200  0.35
H  -1.61408  -0.61622  1.16535  0.30
H  0.38639  0.56438  0.45329  0.16
H  0.15107  1.79610  1.43743  0.41
H  -0.86563  1.62081  0.15495  0.40

---

Entry 7:
# HN2O7P

HN2O7P in the gas phase at a distorted geometry (ωB97M-V/def2-TZVPD, OMol25).

Computed properties:
**ΔE to the lowest compared entry with this formula, charge and spin**: 0.0000 eV
**Calculated total energy**: -26611.0404 eV
**Orbital gap**: 10.66 eV
**HOMO level**: -11.09 eV

Last column: Mulliken charge in e.
Element x y z (Å)
N  1.34681  -0.11954  -1.58419  1.23
N  -1.95099  -0.90307  1.00807  1.11
O  1.34653  1.08372  -1.70897  -0.61
O  -0.87621  -0.14219  1.36790  -0.26
O  1.91507  -0.95417  -2.21036  -0.54
O  -2.53145  -1.52348  1.84691  -0.54
O  0.95964  1.25910  1.17690  -0.43
O  0.62829  -0.55202  -0.57178  -0.25
O  -2.23137  -0.86755  -0.19083  -0.53
P  -0.15755  0.81782  0.13776  0.44
H  1.55124  1.90139  0.72858  0.38

---

Entry 8:
# C31H43N5O8S2SbSn

C31H43N5O8S2SbSn as an isolated structure at a distorted geometry (ωB97M-V/def2-TZVPD, OMol25).

Computed properties:
**ΔE to the lowest compared entry with this formula, charge and spin**: 4.1243 eV
**Calculated total energy**: -90705.5267 eV
**Charge**: +1
**Orbital gap**: 2.99 eV
**HOMO level**: -8.72 eV

Last column: Mulliken charge in e.
Element x y z (Å)
Sn  -2.06606  -1.10820  -0.10313  1.24
N  -2.75078  -3.46721  0.00596  -0.44
C  -1.72061  -4.39890  0.49196  -0.62
C  -0.50421  -4.43033  -0.43103  -1.19
C  0.38148  -3.18995  -0.33121  0.85
O  1.53922  -3.28363  0.04840  -0.62
O  -0.11046  -2.07878  -0.74968  -0.49
H  -3.54661  -3.46738  0.64606  0.29
H  -3.09453  -3.80308  -0.89781  0.30
H  -2.13315  -5.41460  0.56376  0.49
H  -1.40439  -4.08509  1.48763  0.25
H  -0.84268  -4.50341  -1.46843  0.21
H  0.10454  -5.29698  -0.17557  0.49
C  4.09929  0.67252  2.76015  -1.57
C  4.31421  -0.11578  1.48132  1.35
C  4.84442  -1.50442  1.81409  -1.63
C  5.28762  0.59784  0.55387  -1.47
Sb  2.41262  -0.46245  0.28746  1.73
C  1.38888  1.58336  0.38720  1.73
C  2.40100  2.69981  0.17431  -1.98
C  0.39360  1.60414  -0.76748  -1.44
C  0.68412  1.75962  1.71874  -1.56
C  3.49462  -2.37586  -2.87965  1.11
C  3.78448  -3.57076  -2.08784  -0.91
C  2.11293  -2.12088  -3.30910  -0.48
C  4.58665  -1.48438  -3.29472  -1.35
H  5.03887  0.74210  3.31066  0.54
H  3.36921  0.17448  3.39610  0.18
H  3.76260  1.68816  2.56377  0.21
H  5.79738  -1.42833  2.34176  0.52
H  5.00186  -2.08633  0.90481  0.30
H  4.13613  -2.03965  2.44447  0.26
H  6.27508  0.61890  1.01505  0.49
H  4.98519  1.62179  0.35500  0.31
H  5.36573  0.07535  -0.39887  0.17
H  2.99402  2.53697  -0.72396  0.37
H  3.06375  2.81032  1.02823  0.38
H  1.86331  3.63954  0.05119  0.54
H  0.89780  1.42047  -1.71899  0.21
H  -0.09615  2.57849  -0.83853  0.78
H  -0.38316  0.83221  -0.62635  -0.36
H  1.38979  1.69800  2.54391  0.27
H  -0.07303  0.98501  1.86114  0.07
H  0.19524  2.73276  1.76084  0.58
H  3.34599  -3.44694  -1.08638  0.17
H  4.84845  -3.76964  -1.98900  0.43
H  3.28244  -4.44584  -2.50293  0.39
H  1.40737  -2.49053  -2.56868  -0.25
H  1.91095  -2.65874  -4.24084  0.44
H  1.92652  -1.06753  -3.50573  0.39
H  5.35422  -1.41217  -2.52364  0.40
H  4.23560  -0.49271  -3.57118  0.38
H  5.08524  -1.90716  -4.17471  0.40
O  0.69303  -3.34421  2.70936  -0.67
S  0.40903  -1.95581  2.67344  0.13
O  1.47285  -1.07770  2.17563  -0.14
N  -0.98288  -1.64747  1.91017  0.26
C  -1.91014  -1.14470  2.73016  0.38
O  -3.03311  -0.86950  2.30249  -0.68
C  -1.42405  -0.91583  4.09756  0.17
C  -2.12145  -0.35347  5.15327  -0.71
C  -1.44232  -0.13031  6.34207  -0.55
C  -0.10176  -0.46806  6.46837  -0.69
C  0.59379  -1.05698  5.41319  -0.72
C  -0.09094  -1.27484  4.24155  0.39
H  -3.16056  -0.10031  5.02555  0.54
H  -1.96526  0.32141  7.17106  0.43
H  0.41161  -0.26005  7.39528  0.45
H  1.63537  -1.32324  5.49711  0.54
O  -2.57804  4.78805  -5.68081  -0.68
S  -2.15326  5.43163  -4.45143  1.11
O  -1.89630  6.84471  -4.50338  -0.67
O  -1.26562  4.64846  -3.61397  -0.58
C  -3.77989  5.21687  -3.58784  0.13
N  -4.69933  6.14404  -3.50786  -0.52
C  -5.84469  5.78008  -2.95285  -0.35
C  -6.08148  4.47662  -2.51772  -0.74
C  -5.03816  3.56811  -2.68381  0.47
N  -3.88321  3.97623  -3.21098  -0.24
C  -4.97851  2.15293  -2.28968  0.95
C  -5.67033  1.56981  -1.23359  -0.69
C  -5.29860  0.29593  -0.83234  -0.49
N  -4.33975  -0.41581  -1.41599  -0.51
C  -3.75345  0.11128  -2.49412  -0.36
C  -4.02707  1.37373  -2.95939  -0.54
H  -6.58890  6.56016  -2.85488  0.43
H  -7.03173  4.19849  -2.09483  0.39
H  -6.43695  2.10689  -0.69626  0.38
H  -5.76838  -0.17210  0.01816  0.44
H  -3.01716  -0.51812  -2.98355  0.58
H  -3.48897  1.79890  -3.79152  0.53